{"formula": "C2H2N4O2", "method": "ωB97M-V with the def2-TZVPD basis set", "energy_ev": -12155.660, "homo_energy_ev": -10.1, "relative_energy_kj_mol": 683.84, "gap_ev": 9.0562, "elements": ["C", "C", "H", "H", "N", "N", "N", "N", "O", "O"], "positions_angstrom": [[1.118, 0.452, 0.070], [-1.414, 0.532, -0.112], [3.173, -0.239, 0.101], [1.241, 1.614, 0.589], [1.992, -0.382, -0.410], [-0.224, -0.007, 0.021], [-1.689, -1.732, -0.001], [-2.280, -0.640, -0.258], [-0.235, -1.331, 0.097], [-1.683, 1.733, -0.098]], "mulliken_charge": [0.04, 0.55, 0.31, 0.26, -0.54, 0.28, 0.03, -0.16, -0.21, -0.57]}